Version A
Molecular formula: C9H36N18O9
Method: DFT, ωB97M-V/def2-TZVPD

Last column: Mulliken charge in e.
Cartesian coordinates (Å):
N: 2.20193 5.46504 -4.45349  -0.392
C: 2.01753 4.46606 -3.74750  0.696
N: 0.96084 3.85828 -4.11758  -0.381
O: 2.70599 4.24750 -2.74210  -0.705
H: 1.55389 5.67349 -5.19962  0.180
H: 3.02426 5.94692 -4.11935  0.238
H: 0.75256 3.89422 -5.10522  0.179
H: 0.39459 3.23576 -3.55906  0.184
N: -0.81775 -2.61281 0.40490  -0.396
C: -0.26428 -1.99370 -0.56536  0.640
N: 1.01793 -1.80390 -0.30005  -0.402
O: -0.90671 -1.78286 -1.52984  -0.633
H: -0.15419 -3.05045 1.02801  0.165
H: -1.78269 -2.90501 0.34485  0.216
H: 1.32176 -1.95921 0.65056  0.192
H: 1.56367 -1.36034 -1.02498  0.219
N: 1.95500 4.16433 2.92577  -0.382
C: 1.54299 5.32475 3.27474  0.700
N: 1.47409 5.91386 2.18828  -0.293
O: 1.20465 5.74934 4.42004  -0.704
H: 2.17193 3.39646 3.54497  0.178
H: 2.02192 3.81688 1.97978  0.124
H: 1.75109 5.34283 1.40260  0.170
H: 1.09545 6.84910 2.23376  0.208
N: 7.30521 1.93326 1.26061  -0.398
C: 7.97502 2.95162 1.81915  0.677
N: 7.36374 4.09358 1.76588  -0.351
O: 9.16390 2.68710 2.15413  -0.683
H: 6.42661 2.12901 0.80255  0.149
H: 7.72954 1.01704 1.23649  0.211
H: 6.36062 4.02726 1.66872  0.176
H: 7.78721 4.97154 2.03037  0.219
N: -4.39349 2.01234 -4.54875  -0.403
C: -4.50271 2.52360 -5.77837  0.656
N: -4.14249 1.64330 -6.71284  -0.339
O: -4.88654 3.68694 -5.88203  -0.641
H: -4.49099 2.64614 -3.76844  0.206
H: -4.18350 1.04371 -4.35443  0.163
H: -4.35933 1.61418 -7.69886  0.202
H: -3.67175 0.85149 -6.29864  0.158
N: -9.46628 -2.52791 2.20601  -0.403
C: -8.93807 -1.48101 1.60743  0.682
N: -7.67496 -1.59198 1.30296  -0.381
O: -9.54415 -0.51878 1.18788  -0.651
H: -8.84158 -3.26611 2.49741  0.174
H: -10.46658 -2.47024 2.33313  0.227
H: -7.13094 -0.80989 0.96760  0.210
H: -7.34752 -2.52954 1.48696  0.141
N: 5.74022 -0.74481 6.49718  -0.403
C: 4.72871 0.08178 6.63229  0.656
N: 5.00910 1.21590 7.20353  -0.387
O: 3.70854 0.00615 5.94633  -0.677
H: 6.66755 -0.61857 6.87693  0.191
H: 5.53372 -1.41925 5.77427  0.228
H: 4.43296 2.04539 7.21300  0.213
H: 5.72298 1.19177 7.91760  0.178
N: -0.37087 -7.42157 5.18343  -0.417
C: 0.91638 -6.96965 5.24653  0.669
N: 1.26117 -6.85995 6.44419  -0.358
O: 1.58892 -6.52130 4.30330  -0.678
H: -0.87547 -7.74537 5.99623  0.171
H: -0.72080 -7.41020 4.23606  0.215
H: 0.71326 -7.21182 7.21626  0.171
H: 2.15541 -6.40207 6.54794  0.227
N: -3.79326 -3.93254 -7.50819  -0.374
C: -3.11905 -3.59127 -8.53172  0.661
N: -3.84897 -3.77507 -9.60595  -0.393
O: -1.95215 -3.08959 -8.48649  -0.687
H: -3.34383 -3.64498 -6.65062  0.243
H: -4.76029 -4.18355 -7.65631  0.174
H: -3.44257 -3.50663 -10.49075  0.218
H: -4.82885 -4.00565 -9.52375  0.159

For the LUMO energy, the calculation gives 0.01 eV. As for the multiplicity: 1. As for the SMILES: NC(N)=O.NC(N)=O.NC(N)=O.NC(N)=O.NC(N)=O.NC(N)=O.NC(N)=O.NC(N)=O.NC(N)=O. Its total charge is 0. The orbital gap comes out at 9.41 eV. The HOMO energy is -9.40 eV.


Version B
Molecular formula: C9H36N18O9
Method: DFT, ωB97M-V/def2-TZVPD

Last column: Mulliken charge in e.
Cartesian coordinates (Å):
N: 6.18578 0.38591 0.77565  -0.355
C: 5.11850 1.19354 0.54707  0.531
N: 5.44235 2.49476 0.27338  -0.383
O: 3.96901 0.81514 0.71257  -0.727
H: 7.09987 0.78204 0.86564  0.154
H: 5.95674 -0.58142 0.95836  0.214
H: 4.71159 3.18075 0.25516  0.235
H: 6.39241 2.74008 0.07346  0.167
N: -4.98904 -0.58396 -2.51198  -0.380
C: -5.03111 -0.88738 -1.18427  0.441
N: -6.18069 -0.54522 -0.54929  -0.369
O: -4.02171 -1.32145 -0.63840  -0.550
H: -5.79922 -0.19185 -2.95393  0.149
H: -4.11175 -0.69979 -2.98244  0.225
H: -7.11658 -0.38343 -0.86709  0.167
H: -6.05276 -0.45437 0.44947  0.256
N: -2.96460 3.62449 0.82745  -0.414
C: -3.72989 2.51779 0.54375  0.626
N: -3.47526 1.99001 -0.68189  -0.259
O: -4.49641 2.04016 1.35324  -0.607
H: -2.41114 4.18186 0.20251  0.166
H: -2.99245 3.98484 1.76444  0.216
H: -3.77100 1.06299 -0.91705  0.102
H: -2.88270 2.45031 -1.34849  0.197
N: -0.84307 -0.25251 -0.70009  0.091
C: 0.45499 0.07032 -0.94547  0.682
N: 1.19382 0.26273 0.16965  -0.007
O: 0.88844 0.19875 -2.09397  -1.052
H: -1.43350 -0.37623 -1.50108  0.037
H: -1.20520 -0.39846 0.22610  0.012
H: 0.71076 0.08804 1.03600  0.094
H: 2.18972 0.35701 0.03146  0.102
N: 3.03998 1.66950 -3.05938  -0.210
C: 3.13382 2.96369 -2.67551  0.645
N: 4.43400 3.42924 -2.70726  -0.403
O: 2.20568 3.69749 -2.41558  -0.670
H: 3.89112 1.19906 -3.30947  0.135
H: 2.18284 1.15333 -2.97279  0.267
H: 4.52082 4.42630 -2.73640  0.231
H: 5.21005 2.81743 -2.87430  0.162
N: -1.23641 1.44955 2.93775  -0.325
C: -0.89993 0.18891 3.30784  0.819
N: -0.80623 0.01492 4.66312  -0.486
O: -0.43587 -0.63584 2.52446  -0.807
H: -1.27921 1.68224 1.96123  0.193
H: -1.54903 2.10370 3.62937  0.159
H: -0.30824 -0.80016 4.96556  0.219
H: -1.27629 0.62323 5.30466  0.155
N: 1.14881 -2.15448 -4.61289  -0.396
C: -0.04872 -1.66594 -5.10555  0.485
N: -0.66904 -0.86329 -4.18757  -0.151
O: -0.44613 -1.90824 -6.22579  -0.644
H: 1.40032 -2.05307 -3.64720  0.234
H: 1.80938 -2.37107 -5.33649  0.199
H: -1.49099 -0.37261 -4.48596  0.199
H: -0.02986 -0.42733 -3.51499  0.184
N: -2.98601 -2.70458 1.72363  -0.388
C: -3.90995 -3.06214 2.65893  0.623
N: -5.13620 -3.35778 2.07139  -0.500
O: -3.77687 -2.97433 3.86349  -0.643
H: -2.27142 -2.06034 2.01660  0.227
H: -3.27558 -2.69639 0.75943  0.267
H: -5.85781 -3.51148 2.75251  0.238
H: -5.33455 -2.88875 1.20579  0.177
N: 3.35827 -1.60759 2.30303  -0.109
C: 4.53636 -2.30510 2.38320  0.524
N: 4.74569 -2.84143 3.61703  -0.391
O: 5.24968 -2.51500 1.41479  -0.698
H: 3.02271 -1.26313 1.42260  0.180
H: 2.68532 -1.79055 3.02633  0.153
H: 4.02326 -3.08360 4.27103  0.166
H: 5.62033 -3.24982 3.89343  0.218

For the LUMO energy, the calculation gives 0.28 eV. As for the multiplicity: 1. As for the SMILES: NC(N)=O.NC(N)=O.NC(N)=O.NC(N)=O.NC(N)=O.NC(N)=O.NC(N)=O.NC(N)=O.NC(N)=O. Its total charge is 0. The orbital gap comes out at 9.58 eV. The HOMO energy is -9.30 eV.


Which is the most stable structure? version B is the most stable.


Version A
Molecular formula: C4H7NO3
Method: DFT, ωB97M-V/def2-TZVPD

Last column: Mulliken charge in e.
Cartesian coordinates (Å):
H: -0.33206 -2.46111 -1.54655  0.318
N: 0.35709 -1.75477 -1.28439  -0.644
C: -0.18466 -0.84094 -0.62068  0.689
O: -1.82805 -1.05130 -0.23685  -0.499
C: -2.66334 -0.06774 0.31131  -0.552
O: -0.01170 0.30893 -0.11140  -0.340
C: 1.62911 0.57985 -0.47429  0.651
C: 2.30226 0.95765 0.80723  -0.860
O: 2.10315 0.61024 -1.57067  -0.373
H: -2.42215 0.12314 1.36639  0.226
H: -3.70217 -0.43200 0.27295  0.244
H: -2.62320 0.87198 -0.25796  0.245
H: 1.79410 1.83306 1.21795  0.290
H: 3.35246 1.19892 0.61790  0.322
H: 2.22916 0.12411 1.50906  0.283

For the LUMO energy, the calculation gives 0.34 eV. As for the multiplicity: 1. As for the SMILES: [H]/N=C(\OC)OC(C)=O. Its total charge is 0. The orbital gap comes out at 9.75 eV. The HOMO energy is -9.41 eV.


Version B
Molecular formula: C4H7NO3
Method: DFT, ωB97M-V/def2-TZVPD

Last column: Mulliken charge in e.
Cartesian coordinates (Å):
C: 1.27107 -0.83408 -0.86919  -1.525
C: 0.30388 -0.05585 -0.07500  1.545
C: 0.78901 0.47903 1.25184  -1.307
O: -0.26374 0.99881 -0.82917  -0.335
N: -1.57255 1.08038 -0.34906  -0.285
C: -1.91014 -0.21750 0.00144  0.484
O: -3.01995 -0.68470 0.11220  -0.574
O: -0.77068 -0.89835 0.24085  -0.348
H: 1.48748 -1.71752 -0.24126  0.336
H: 2.20850 -0.28540 -0.99567  0.357
H: 0.93279 -1.19863 -1.81309  0.373
H: 1.07171 -0.38015 1.84551  0.313
H: 1.62940 1.18341 1.02578  0.328
H: -0.00567 1.06144 1.76168  0.347
H: -2.15111 1.46911 -1.06686  0.293

For the LUMO energy, the calculation gives 0.78 eV. As for the multiplicity: 1. As for the SMILES: CC1(C)ONC(=O)O1. Its total charge is 0. The orbital gap comes out at 10.54 eV. The HOMO energy is -9.76 eV.


Which is the most stable structure? version B is the most stable.


Version A
Molecular formula: C4H7NO3
Method: DFT, ωB97M-V/def2-TZVPD

Last column: Mulliken charge in e.
Cartesian coordinates (Å):
N: 1.49104 0.03187 -2.29306  -0.346
C: 0.66044 0.96192 -1.80121  0.667
O: 0.00802 1.74692 -2.42415  -0.557
O: 0.66563 0.88486 -0.41444  -0.287
C: -0.15765 1.69978 0.28466  0.124
O: -0.18653 1.70365 1.46972  -0.429
H: 1.61002 -0.04322 -3.28728  0.240
H: 1.99997 -0.56999 -1.67276  0.222
H: -0.77382 2.33794 -0.37180  0.378
C: -0.38256 -1.63420 1.36629  -0.464
C: -1.39035 -1.28887 2.13813  -0.447
H: 0.63685 -1.60837 1.71786  0.211
H: -0.52753 -1.95536 0.34650  0.224
H: -2.41040 -1.31015 1.78936  0.237
H: -1.24313 -0.95679 3.15219  0.228

For the LUMO energy, the calculation gives 0.65 eV. As for the multiplicity: 1. As for the SMILES: NC(=O)OC=O.C=C. Its total charge is 0. The orbital gap comes out at 10.65 eV. The HOMO energy is -10.00 eV.


Version B
Molecular formula: C4H7NO3
Method: DFT, ωB97M-V/def2-TZVPD

Last column: Mulliken charge in e.
Cartesian coordinates (Å):
C: 1.09866 1.02100 -0.39335  -1.390
C: 0.06667 0.34440 0.55680  1.334
N: 0.46103 0.03544 1.79473  -0.686
C: -0.50100 -1.04465 0.07184  -0.792
C: -1.04209 -0.93865 -1.46128  0.450
O: -2.23866 -1.02048 -1.56065  -0.494
O: -0.08744 -0.90260 -2.23246  -0.528
O: -0.96587 1.28888 0.67069  -0.537
H: 1.89913 0.33481 -0.68496  0.329
H: 1.55444 1.82663 0.16764  0.385
H: 0.60089 1.27684 -1.31462  0.388
H: 1.30534 -0.53891 1.81759  0.288
H: -1.30018 -1.30862 0.74515  0.406
H: 0.23546 -1.83099 0.20942  0.493
H: -1.08637 1.45690 1.61347  0.356

For the LUMO energy, the calculation gives -3.73 eV. As for the multiplicity: 1. Its total charge is 0. The orbital gap comes out at 6.19 eV. The HOMO energy is -9.92 eV.


Version C
Molecular formula: C4H7NO3
Method: DFT, ωB97M-V/def2-TZVPD

Last column: Mulliken charge in e.
Cartesian coordinates (Å):
C: 1.24821 -0.04574 1.07051  -1.331
C: 0.07293 0.51410 0.27846  0.888
O: 0.52195 1.56616 -0.66915  -0.590
O: -0.87110 0.97542 1.17781  -0.556
C: -0.50016 -0.48094 -0.71656  -0.152
N: -1.59257 -1.28607 -0.29002  -0.576
C: -0.12656 -0.23005 -1.95355  0.496
O: 0.31094 -0.27306 -3.04135  -0.453
H: 1.60733 0.70775 1.76933  0.390
H: 2.04925 -0.32617 0.39238  0.353
H: 0.92433 -0.91702 1.63544  0.325
H: 1.17450 2.14289 -0.24932  0.316
H: -1.63990 1.29511 0.68692  0.384
H: -1.50943 -1.48037 0.70236  0.253
H: -1.66973 -2.16201 -0.79326  0.255

For the LUMO energy, the calculation gives 0.69 eV. As for the multiplicity: 1. As for the SMILES: CC(O)(O)C(N)=C=O. Its total charge is 0. The orbital gap comes out at 8.44 eV. The HOMO energy is -7.75 eV.


Version D
Molecular formula: C4H7NO3
Method: DFT, ωB97M-V/def2-TZVPD

Last column: Mulliken charge in e.
Cartesian coordinates (Å):
O: 1.84133 -0.78373 -1.19026  -0.491
C: 2.02283 -0.54277 0.02597  0.063
C: 1.07242 0.28991 0.84121  -0.288
C: 0.26211 1.13602 -0.20544  -0.699
N: -0.87103 0.16824 -0.88586  -0.246
C: -1.96507 -0.70353 -0.51003  0.515
O: -2.52696 -1.63624 -1.05907  -0.543
O: -2.18577 -0.29766 0.84980  -0.487
H: 2.96975 -0.92735 0.53168  0.328
H: 0.28280 -0.34096 1.33356  0.198
H: 1.64856 0.95013 1.53145  0.324
H: -0.25240 2.05087 0.23553  0.336
H: 1.02367 1.44225 -0.97437  0.363
H: -0.37408 -0.01982 -1.75608  0.302
H: -2.94816 -0.78536 1.23189  0.323

For the LUMO energy, the calculation gives 0.58 eV. As for the multiplicity: 1. As for the SMILES: O=CCCNC(=O)O. Its total charge is 0. The orbital gap comes out at 10.25 eV. The HOMO energy is -9.67 eV.


Which is the most stable structure? version A is the most stable.


Version A
Molecular formula: C4H7NO3
Method: DFT, ωB97M-V/def2-TZVPD

Last column: Mulliken charge in e.
Cartesian coordinates (Å):
C: -2.77080 1.03618 0.07434  -0.963
C: -1.91331 -0.28453 -0.11334  0.699
C: 0.31043 -1.01984 0.10528  -0.143
C: 3.53805 0.36387 -0.08777  -0.226
H: -3.68771 0.67340 0.23532  0.376
H: -2.73301 1.48069 -0.93238  0.274
H: -2.52204 1.69032 0.97958  0.270
H: 0.87797 -1.59274 -0.78999  0.296
H: -0.38674 -1.60185 1.11865  0.297
H: 4.68519 0.09911 -0.39568  0.234
H: 3.20190 1.38426 -0.01411  0.308
N: 2.72713 -0.65353 -0.11380  -0.318
O: -2.19497 -1.50318 0.01305  -0.558
O: -0.54330 -0.06585 -0.55346  -0.281
O: 1.41122 -0.00630 0.47430  -0.265

For the LUMO energy, the calculation gives 0.85 eV. As for the multiplicity: 1. Its total charge is 0. The orbital gap comes out at 10.61 eV. The HOMO energy is -9.76 eV.


Version B
Molecular formula: C4H7NO3
Method: DFT, ωB97M-V/def2-TZVPD

Last column: Mulliken charge in e.
Cartesian coordinates (Å):
N: -1.53755 0.42932 0.74246  -0.650
C: -0.46524 0.18903 -0.17194  0.635
O: -0.82841 0.00719 -1.50868  -0.563
C: 0.14547 -1.42542 0.43966  -0.072
O: 0.07313 -2.38255 -0.27215  -0.550
C: 0.63686 1.22868 -0.00524  -0.728
C: 1.62601 0.12824 -0.11086  0.167
O: 1.96025 -0.74128 0.73520  -0.491
H: -1.95699 1.34011 0.58758  0.245
H: -2.26490 -0.27220 0.65977  0.238
H: -0.82709 -0.94879 -1.68976  0.396
H: -0.03812 -1.32939 1.50969  0.423
H: 0.67262 1.93412 -0.83305  0.319
H: 0.62487 1.69662 0.97675  0.320
H: 2.17909 0.14633 -1.05942  0.308

For the LUMO energy, the calculation gives 0.30 eV. As for the multiplicity: 1. As for the SMILES: N[C@](O)(C=O)CC=O. Its total charge is 0. The orbital gap comes out at 9.42 eV. The HOMO energy is -9.12 eV.


Which is the most stable structure? version B is the most stable.